Run P
This record from OMol25 describes C4H7P in the gas phase. The level of theory is ωB97M-V with the def2-TZVPD basis set.

Geometry (Å):
C1 1.695 1.004 0.004
C2 0.614 -0.064 0.124
C3 0.187 -1.341 -0.018
C4 -0.837 -0.336 0.687
P1 -2.258 0.321 -0.237
H1 2.651 0.589 0.389
H2 1.558 1.964 0.464
H3 1.954 1.262 -1.069
H4 0.220 -2.345 -0.368
H5 -0.899 -0.356 1.839
H6 -3.049 -0.721 -0.300
H7 -1.836 0.023 -1.515

Summary:
**LUMO energy**: 1.056 eV
**SMILES**: CC1=C[C@@H]1P
**HOMO level**: -8.4299 eV
**Net charge**: 0

Calculated atomic charges, method Löwdin, unit e: -0.063, -0.250, 0.000, -0.536, 0.765, 0.078, 0.056, 0.090, 0.071, 0.088, -0.183, -0.117

***

Run Q
This record from OMol25 describes C4H7P in the gas phase. The level of theory is ωB97M-V with the def2-TZVPD basis set.

Geometry (Å):
C1 -0.095 -1.241 0.062
C2 1.215 -0.959 0.157
C3 -2.191 1.033 -1.017
C4 1.750 0.477 0.215
P1 -1.621 -0.154 0.028
H1 2.031 -1.797 0.265
H2 -2.507 0.684 -2.024
H3 2.872 0.369 0.073
H4 1.459 0.866 1.159
H5 1.355 1.143 -0.657
H6 -2.768 -0.974 0.378
H7 -1.502 0.552 1.361

Summary:
**LUMO energy (alpha / beta)**: -0.504 / -1.281 eV
**HOMO level (alpha / beta)**: -7.9587 / -8.4969 eV
**Net charge**: 0

Calculated atomic charges, method Löwdin, unit e: -0.183, -0.288, -0.327, -0.134, 0.624, 0.124, -0.072, 0.081, 0.048, 0.108, -0.004, 0.022

***

Most stable of them? run P.

***

Run P
This record from OMol25 describes a gas-phase ion, C10H12N5 (charge +1). The level of theory is ωB97M-V with the def2-TZVPD basis set.

Geometry (Å):
C1 1.632 -1.795 -1.229
C2 0.392 -1.073 -1.789
C3 -2.452 -0.733 1.406
C4 -2.046 -1.814 0.791
C5 2.024 -1.270 0.001
C6 -0.631 -0.695 -0.647
C7 1.516 -0.050 0.420
C8 -1.826 0.620 1.081
C9 0.721 2.124 0.772
C10 -0.907 0.594 -0.068
N1 -1.123 -1.777 -0.154
N2 1.444 0.938 1.128
N3 2.974 -1.517 0.899
N4 -0.196 1.799 -0.366
N5 0.518 1.999 -1.538
H1 2.163 -2.587 -1.752
H2 -0.140 -1.858 -2.433
H3 -3.223 -0.796 2.204
H4 -2.363 -2.904 1.007
H5 -2.662 1.172 0.825
H6 -1.473 1.158 1.917
H7 0.104 2.381 1.704
H8 1.431 2.950 0.490
H9 2.816 -1.107 1.844
H10 0.698 -0.322 -2.408
H11 0.393 3.083 -1.800
H12 0.218 1.480 -2.304

Summary:
**LUMO energy (alpha / beta)**: -6.259 / -5.967 eV
**HOMO level (alpha / beta)**: -10.9594 / -12.0762 eV
**Net charge**: +1

Calculated atomic charges, method Löwdin, unit e: 0.091, -0.095, 0.017, -0.140, -0.400, -0.221, 0.023, -0.064, -0.125, -0.079, 0.147, 0.174, 0.197, -0.130, 0.080, 0.130, 0.152, 0.141, 0.163, 0.130, 0.118, 0.146, 0.157, 0.092, 0.052, 0.188, 0.056

***

Run Q
This record from OMol25 describes a gas-phase ion, C10H12N5 (charge +1). The level of theory is ωB97M-V with the def2-TZVPD basis set.

Geometry (Å):
N1 1.360 -0.715 -2.684
C1 0.684 0.025 -2.123
C2 -0.145 0.827 -1.309
C3 -1.187 1.520 -1.777
C4 -2.155 2.257 -0.925
C5 -1.797 2.257 0.563
C6 -1.127 0.945 0.976
C7 0.184 0.778 0.188
C8 1.038 1.938 0.437
N2 1.705 2.845 0.617
C9 1.049 -0.419 0.659
N3 0.353 -1.715 0.726
C10 0.952 -2.838 0.723
N4 1.779 -3.675 0.815
N5 2.393 -4.731 0.433
H1 -1.381 1.526 -2.841
H2 -3.137 1.794 -1.084
H3 -2.245 3.283 -1.290
H4 -1.120 3.085 0.781
H5 -2.700 2.407 1.155
H6 -0.923 0.957 2.049
H7 -1.802 0.115 0.749
H8 1.911 -0.527 -0.004
H9 1.414 -0.180 1.666
H10 -0.640 -1.670 0.942
H11 2.537 -4.915 -0.554
H12 3.000 -5.173 1.112

Summary:
**LUMO energy**: -3.696 eV
**SMILES**: N#CC1=CCCC[C@@]1(C#N)C[NH+]=C=NN
**HOMO level**: -13.1835 eV
**Net charge**: +1

Calculated atomic charges, method Löwdin, unit e: 0.187, -0.188, -0.177, 0.017, -0.147, -0.162, -0.122, -0.374, -0.182, 0.233, -0.077, 0.119, -0.006, 0.092, 0.131, 0.137, 0.133, 0.133, 0.116, 0.124, 0.137, 0.127, 0.135, 0.150, 0.165, 0.152, 0.145

***

Most stable of them? run Q.

***

Run P
This record from OMol25 describes C18H23F2N5O3S in the gas phase. The level of theory is ωB97M-V with the def2-TZVPD basis set.

Geometry (Å):
H1 -6.088 -4.692 -3.941
N1 -5.236 -5.246 -3.915
C1 -4.219 -4.543 -3.635
N2 -4.101 -3.194 -3.371
C2 -2.817 -2.737 -3.097
C3 -2.632 -1.321 -2.796
N3 -3.681 -0.595 -2.876
O1 -3.474 0.734 -2.561
C4 -4.682 1.452 -2.792
C5 -1.237 -0.860 -2.415
O2 -0.266 -1.249 -3.032
N4 -1.160 -0.057 -1.328
C6 0.095 0.440 -0.869
C7 0.230 1.897 -0.547
C8 0.967 1.309 -1.721
C9 2.398 0.896 -1.498
N5 2.340 0.002 -0.332
C10 3.359 0.013 0.581
O3 4.518 0.104 0.218
C11 3.026 -0.192 2.049
C12 2.239 0.966 2.662
C13 2.152 0.851 4.175
C14 3.477 1.193 4.919
C15 2.858 2.538 5.288
F1 3.002 2.952 6.574
F2 3.319 3.557 4.499
C16 1.471 2.065 4.865
C17 0.996 -0.513 -0.109
C18 -1.891 -3.707 -3.133
S1 -2.594 -5.248 -3.520
H2 -4.884 -2.563 -3.389
H3 -4.473 2.481 -2.512
H4 -4.958 1.402 -3.846
H5 -5.489 1.052 -2.178
H6 -2.013 0.328 -0.958
H7 -0.621 2.523 -0.780
H8 0.797 2.173 0.332
H9 0.639 1.574 -2.715
H10 2.780 0.380 -2.382
H11 3.071 1.726 -1.279
H12 2.494 -1.137 2.195
H13 3.988 -0.288 2.550
H14 2.723 1.914 2.402
H15 1.226 1.010 2.254
H16 1.727 -0.114 4.454
H17 3.644 0.581 5.803
H18 4.385 1.255 4.322
H19 0.924 2.758 4.227
H20 0.870 1.786 5.728
H21 0.746 -0.562 0.950
H22 0.892 -1.516 -0.535
H23 -0.835 -3.571 -2.986

Summary:
**LUMO energy**: -0.043 eV
**SMILES**: [H]/N=c1\[nH]c(/C(=N/OC)C(=O)N[C@]23C[C@H]2CN(C(=O)CCC2CC(F)(F)C2)C3)cs1
**HOMO level**: -7.9431 eV
**Net charge**: 0

Calculated atomic charges, method Löwdin, unit e: 0.040, 0.050, -0.722, 0.065, -0.307, -0.117, 0.107, -0.192, -0.070, -0.400, 0.100, 0.167, -0.372, 0.005, -0.154, -0.077, -0.019, -0.452, 0.078, -0.099, -0.172, -0.274, -0.020, -0.530, 0.082, 0.077, -0.023, -0.056, -0.340, 1.031, 0.140, 0.088, 0.085, 0.084, 0.142, 0.112, 0.102, 0.148, 0.130, 0.130, 0.123, 0.118, 0.134, 0.100, 0.141, 0.126, 0.124, 0.123, 0.124, 0.115, 0.133, 0.076

***

Run Q
This record from OMol25 describes C18H23F2N5O3S in the gas phase. The level of theory is ωB97M-V with the def2-TZVPD basis set.

Geometry (Å):
H1 3.697 2.860 1.808
N1 2.891 3.463 1.950
C1 1.831 2.968 1.462
N2 1.616 1.779 0.796
C2 0.310 1.536 0.389
C3 0.017 0.283 -0.302
N3 1.025 -0.469 -0.531
O1 0.715 -1.655 -1.170
C4 1.928 -2.339 -1.472
C5 -1.430 0.004 -0.670
O2 -2.136 0.884 -1.118
N4 -1.870 -1.248 -0.405
C6 -3.210 -1.631 -0.712
C7 -3.461 -2.930 -1.415
C8 -3.743 -1.629 -2.115
C9 -5.164 -1.122 -2.063
N5 -5.500 -1.176 -0.639
C10 -6.772 -1.456 -0.244
O3 -7.694 -1.489 -1.043
C11 -7.007 -1.738 1.226
C12 -6.817 -3.225 1.529
C13 -7.183 -3.569 2.963
C14 -8.714 -3.584 3.240
C15 -8.652 -5.107 3.223
F1 -9.292 -5.755 4.233
F2 -9.126 -5.642 2.059
C16 -7.128 -5.088 3.283
C17 -4.313 -1.135 0.203
C18 -0.539 2.519 0.721
S1 0.271 3.806 1.563
H2 2.355 1.124 0.603
H3 1.630 -3.264 -1.959
H4 2.542 -1.743 -2.147
H5 2.482 -2.557 -0.559
H6 -1.191 -1.955 -0.177
H7 -2.592 -3.483 -1.745
H8 -4.296 -3.535 -1.082
H9 -3.104 -1.324 -2.930
H10 -5.213 -0.097 -2.441
H11 -5.880 -1.726 -2.617
H12 -6.362 -1.133 1.867
H13 -8.039 -1.449 1.425
H14 -7.435 -3.811 0.842
H15 -5.778 -3.520 1.345
H16 -6.613 -2.949 3.656
H17 -8.982 -3.214 4.228
H18 -9.361 -3.140 2.485
H19 -6.628 -5.730 2.559
H20 -6.774 -5.307 4.288
H21 -4.427 -1.764 1.085
H22 -4.079 -0.115 0.523
H23 -1.585 2.563 0.480

Summary:
**LUMO energy**: -0.076 eV
**SMILES**: [H]/N=c1\[nH]c(/C(=N/OC)C(=O)N[C@]23C[C@H]2CN(C(=O)CCC2CC(F)(F)C2)C3)cs1
**HOMO level**: -7.9565 eV
**Net charge**: 0

Calculated atomic charges, method Löwdin, unit e: 0.039, 0.051, -0.723, 0.064, -0.307, -0.115, 0.107, -0.194, -0.069, -0.399, 0.097, 0.167, -0.372, 0.003, -0.152, -0.076, -0.022, -0.458, 0.063, -0.101, -0.165, -0.275, -0.020, -0.532, 0.080, 0.080, -0.024, -0.055, -0.340, 1.031, 0.140, 0.088, 0.085, 0.084, 0.140, 0.111, 0.115, 0.148, 0.134, 0.127, 0.115, 0.122, 0.134, 0.112, 0.139, 0.126, 0.124, 0.123, 0.124, 0.118, 0.134, 0.075

***

Most stable of them? run Q.